The following is a quantum chemistry calculation of C40H50ClHfN10O5 as an isolated structure, from OMol25.

The value obtained for the gap between HOMO and LUMO is 0.224 Ha. As for the HOMO energy: -8.92 eV. The energy above the lowest of the compared OMol25 structures with the same formula, charge and spin comes out at 21.3 kcal/mol. As for the LUMO energy: -2.823 eV.

Structure (ORCA input):
```
! wB97M-V def2-TZVPD RIJCOSX def2/J DEFGRID3
* xyz 1 1
Hf 0.467 -0.167 0.834
N -0.825 1.802 0.298
C -1.441 2.568 -0.808
C -0.497 2.933 -1.938
N -0.171 1.777 -2.772
H -1.558 1.607 0.978
H -0.181 2.407 0.799
H -1.856 3.494 -0.401
H -2.269 1.985 -1.209
H 0.426 3.357 -1.530
H -0.979 3.739 -2.505
H 0.398 2.066 -3.560
H -1.027 1.393 -3.157
O 1.089 -4.927 -4.573
C -0.072 -4.970 -3.773
C -0.031 -3.843 -2.780
C -1.001 -3.749 -1.790
C -0.955 -2.690 -0.908
N -0.014 -1.747 -0.970
C 0.925 -1.830 -1.917
C 0.953 -2.868 -2.837
C 1.920 -0.719 -1.939
C 2.954 -0.663 -2.857
C 3.786 0.450 -2.881
C 4.904 0.549 -3.890
O 5.335 -0.703 -4.373
C 3.547 1.473 -1.974
C 2.528 1.327 -1.057
N 1.742 0.247 -1.027
H 1.053 -5.634 -5.224
H -0.153 -5.917 -3.229
H -0.978 -4.856 -4.380
H -1.788 -4.487 -1.702
H -1.696 -2.571 -0.127
H 1.711 -2.934 -3.601
H 3.129 -1.461 -3.562
H 5.728 1.134 -3.471
H 4.533 1.098 -4.759
H 5.874 -1.135 -3.702
H 4.168 2.360 -1.945
H 2.351 2.065 -0.286
Cl -3.095 -1.820 -5.512
C -3.487 -1.189 -3.950
C -4.803 -1.050 -3.546
C -5.039 -0.554 -2.274
C -3.956 -0.226 -1.472
N -2.691 -0.359 -1.865
C -2.464 -0.827 -3.087
H -5.612 -1.325 -4.209
H -6.049 -0.426 -1.909
H -4.107 0.158 -0.468
H -1.428 -0.939 -3.393
O -1.437 -3.260 4.711
C -2.571 -3.067 4.017
C -3.691 -3.818 4.373
C -4.875 -3.659 3.686
C -4.975 -2.755 2.627
C -3.871 -2.014 2.272
C -2.656 -2.153 2.954
C -1.487 -1.359 2.536
O -0.380 -1.447 3.126
O -1.580 -0.605 1.498
H -0.775 -2.651 4.326
H -3.602 -4.515 5.196
H -5.738 -4.245 3.976
H -5.910 -2.636 2.096
H -3.916 -1.304 1.457
C -0.643 2.343 3.586
C 0.297 3.494 3.218
C -0.211 4.406 2.080
C 1.772 3.150 3.031
C 2.638 4.176 3.414
C 4.009 4.052 3.351
C 4.531 2.825 2.980
C 3.720 1.763 2.602
C 4.425 0.423 2.458
C 4.552 -0.136 1.043
C 3.828 -0.591 3.433
C 2.303 1.938 2.515
N 1.495 0.978 1.922
H -1.675 2.702 3.610
H -0.401 1.973 4.583
H -0.574 1.485 2.920
H 0.292 4.130 4.106
H 0.228 4.167 1.109
H 0.075 5.440 2.272
H -1.301 4.377 1.989
H 2.205 5.100 3.783
H 4.657 4.870 3.639
H 5.604 2.669 3.014
H 5.450 0.608 2.793
H 3.587 -0.401 0.621
H 5.166 -1.041 1.056
H 5.036 0.588 0.384
H 2.768 -0.711 3.218
H 3.926 -0.235 4.460
H 4.333 -1.558 3.351
N 1.784 -2.826 4.570
C 2.432 -3.802 3.931
N 2.978 -4.794 4.644
N 2.574 -3.870 2.612
C 2.094 -2.922 1.879
N 1.683 -2.093 1.177
H 1.728 -2.807 5.573
H 1.388 -2.050 4.057
H 2.908 -4.840 5.644
H 3.448 -5.530 4.148
*
```